15
Properties=species:S:1:pos:R:3 method="wB97M-V/def2-TZVPD" smiles=C1COCCN1 homo_energy_ev=-8.38 orbital_gap_ha=0.34837 de_lowest_kcal_mol=95.6 total_charge=0
O -1.088 0.551 -0.802
C -1.370 0.323 0.599
C -0.320 -0.752 1.046
N 0.310 -1.231 -0.179
C 0.523 0.857 -1.004
C 1.403 -0.301 -0.491
H -0.610 -0.737 -0.892
H -2.396 -0.057 0.750
H -1.296 1.291 1.097
H 0.372 -0.304 1.777
H -0.803 -1.608 1.515
H 0.538 0.933 -2.088
H 0.585 1.787 -0.463
H 2.053 -0.021 0.373
H 2.098 -0.732 -1.238



75
Properties=species:S:1:pos:R:3 method="wB97M-V/def2-TZVPD" homo_energy_ev=-6.40 orbital_gap_ha=0.16884 de_lowest_kcal_mol=77.1 total_charge=0
Li 21.239 17.372 -0.409
C 16.737 14.248 0.399
C 17.380 15.573 0.524
O 18.788 15.393 0.586
H 17.232 13.665 -0.377
H 15.691 14.464 0.180
H 16.782 13.568 1.249
H 16.935 16.058 1.394
H 17.123 16.109 -0.390
C 12.505 17.285 3.636
C 11.417 16.406 4.392
C 10.850 15.409 3.451
O 12.086 15.775 5.470
H 12.096 17.635 2.688
H 13.275 16.732 3.098
H 13.096 17.892 4.322
H 10.580 17.019 4.726
H 10.258 15.832 2.639
H 10.177 14.699 3.932
H 11.663 14.892 2.942
H 11.538 15.055 5.792
C 15.733 22.461 -3.515
C 14.582 22.075 -2.551
C 15.049 21.306 -1.348
O 13.873 23.224 -2.028
H 16.357 21.594 -3.735
H 16.246 23.372 -3.207
H 15.193 22.714 -4.427
H 13.892 21.377 -3.026
H 14.303 21.204 -0.560
H 15.947 21.857 -1.067
H 15.312 20.256 -1.478
H 14.349 23.422 -1.218
C 21.582 10.796 -1.248
C 21.187 9.778 -2.256
C 20.372 10.314 -3.473
O 22.242 8.944 -2.708
H 22.194 10.352 -0.464
H 20.674 11.232 -0.831
H 22.034 11.703 -1.651
H 20.462 9.121 -1.775
H 20.840 11.035 -4.144
H 19.518 10.912 -3.157
H 19.919 9.523 -4.071
H 22.855 8.829 -1.978
C 18.116 19.612 6.650
C 18.019 19.334 5.081
O 18.973 18.420 4.646
O 19.011 20.679 6.745
H 18.355 18.734 7.250
H 17.244 19.987 7.185
H 18.248 20.228 4.500
H 17.095 18.939 4.659
H 18.591 17.992 3.876
H 19.855 20.224 6.707
C 13.405 10.398 -2.113
C 13.015 9.565 -0.878
O 11.754 9.890 -0.321
O 12.494 10.424 -3.196
H 14.329 10.115 -2.618
H 13.480 11.431 -1.772
H 13.725 9.810 -0.088
H 13.170 8.541 -1.218
H 11.084 9.476 -0.871
H 11.739 10.938 -2.900
C 18.959 17.702 -3.958
C 18.354 16.523 -4.777
O 18.981 15.290 -4.445
O 20.250 17.501 -3.425
H 18.366 18.045 -3.110
H 18.972 18.625 -4.539
H 18.406 16.717 -5.849
H 17.287 16.505 -4.554
H 18.908 15.328 -3.488
H 20.870 17.312 -4.133



16
Properties=species:S:1:pos:R:3 method="wB97M-V/def2-TZVPD" homo_energy_ev="-8.23 / -8.23" orbital_gap_ha="0.25279 / 0.25300" de_lowest_kcal_mol=113.4 total_charge=0
C -1.122 1.515 -0.021
C 0.092 2.084 -0.023
C -0.722 -0.855 -0.049
C -1.308 0.253 0.753
N -1.443 -1.634 -0.789
N 3.087 -0.727 -0.464
N 0.577 -1.303 0.405
O 1.146 1.506 0.617
S 2.094 -0.460 0.681
H -2.083 1.897 -0.413
H 0.320 2.997 -0.624
H -0.800 0.242 1.751
H -2.311 0.006 0.956
H -0.747 -2.297 -1.298
H 2.536 -1.213 -1.209
H 0.683 -2.011 -0.273